Record 1
A structure of composition C46H45BrN7O7SW in a non-equilibrium geometry, computed with wB97M-V/def2-TZVPD.

Atoms and positions in Å:
H1 1.09110 -3.37222 2.80404
C1 -3.42459 -0.09760 1.94862
C2 -1.46803 -1.84214 1.99953
C3 -0.90313 -6.33222 -3.33484
C4 -2.72292 -1.40060 2.49391
Br1 -0.36826 1.77063 -7.48936
C5 -0.14936 -0.13683 -5.43519
H2 -0.47182 -0.76430 -6.23075
C6 4.87201 -1.25962 -1.09584
O1 0.45678 2.58501 -2.40799
H3 -1.02397 4.14646 -2.50083
C7 -0.19079 1.17953 -5.75305
C8 2.65546 2.32268 4.44944
H4 -3.55965 -0.18647 0.86176
C9 -3.39970 -2.22490 3.40219
H5 -7.01231 1.96762 -2.82903
C10 2.60674 3.06986 0.37431
N1 -0.50873 -2.93648 -4.50160
C11 3.55118 5.53299 1.50925
H6 0.22687 -1.84405 -1.75148
H7 0.71488 -3.27477 0.94897
O2 -1.19682 1.07361 -0.98078
C12 -0.11117 -1.96231 -3.70881
H8 4.36034 -3.12105 1.49240
C13 -3.43658 -4.18072 4.95959
H9 -0.18184 3.20242 -5.11297
C14 3.98743 3.34130 0.41536
C15 3.03739 -1.63014 0.81572
C16 -6.02327 2.01595 -2.35759
C17 -0.26330 -4.80931 -1.53169
H10 -4.49845 -4.13967 4.80981
H11 3.36632 2.67205 5.22108
N2 5.72744 -1.11864 -2.13467
N3 -0.28024 2.81036 0.33954
H12 3.36515 0.33280 -1.65607
C18 -0.65315 -4.12389 -3.86070
C19 -0.77757 -0.85496 1.23629
H13 5.68025 -0.46241 -2.93850
C20 3.63684 -0.50004 -1.01742
N4 2.76210 -0.66717 -0.08032
H14 -4.43718 -1.91011 3.67282
H15 0.87698 3.33744 4.98711
W1 0.56140 0.89348 -0.10615
C21 0.06529 3.93667 -2.51978
H16 -3.15136 -3.92172 5.96133
O3 0.14186 -1.13494 0.39523
H17 -5.26478 0.36194 -3.45938
H18 3.92020 6.50803 1.81504
C22 0.13366 1.79487 -3.44768
H19 0.44352 -4.63535 1.89304
C23 -0.91288 -3.03152 2.36783
H20 6.39513 -1.85963 -2.23132
C24 -5.70664 2.88126 -1.30965
O4 0.78749 0.12386 -1.89315
H21 -1.24010 -5.56866 -5.28818
O5 1.45763 1.16945 1.75159
C25 4.41565 4.60408 0.91046
C26 0.36127 3.84605 0.85426
H22 -1.12940 -7.35503 -3.64026
H23 -0.39981 1.72541 3.66124
C27 -4.43315 2.89431 -0.69080
H24 -0.44890 -6.91498 -1.27592
C28 1.80005 4.06978 0.91955
H25 5.48069 4.81696 0.78030
H26 1.38575 5.98233 1.74623
C29 -0.08329 2.16867 -4.74882
H27 -0.26912 4.60360 1.21526
C30 -1.04865 -5.37112 -4.27126
H28 -4.22058 3.62885 0.10650
C31 -3.45707 1.99010 -1.09147
H29 0.43934 4.40572 -3.48647
C32 -5.04608 1.04781 -2.67413
N5 5.14623 -2.17406 -0.16073
H30 -3.18743 -5.25751 4.86740
O6 2.07812 2.03213 -0.32669
C33 0.40577 -3.53687 1.91176
N6 0.03512 -2.49199 -2.51468
S1 1.42391 0.37639 3.07333
H31 -0.65358 -2.79890 -5.46587
H32 4.78249 2.73890 -0.08893
H33 -0.15380 0.58713 4.87542
C34 4.19463 -2.32415 0.77957
H34 -0.11089 -4.71869 -0.45146
C35 -3.81206 1.09221 -2.09948
C36 -2.77720 -3.38236 3.90293
N7 -1.64754 2.99023 0.17727
C37 0.11324 -0.56558 -4.11339
H35 2.56600 3.06041 3.57096
H36 -1.13915 -4.71036 3.79690
H37 -6.46955 3.56922 -0.85456
H38 3.08669 0.16571 4.63180
C38 -0.27240 -3.86483 -2.54796
C39 -1.57386 -3.79887 3.33423
H39 -4.49333 -0.01689 2.27981
H40 -3.05465 0.37468 -2.45818
H41 0.47360 4.43282 -1.66653
H42 -2.98194 0.84953 2.24272
O7 -0.91286 0.36813 1.37174
C40 1.22027 2.30830 5.05589
C41 -2.04190 2.04418 -0.59023
C42 2.98097 0.93343 3.87219
H43 2.33393 -1.88894 1.59954
C43 -0.47459 -6.11980 -1.99002
C44 0.39185 1.27098 4.20332
C45 2.18968 5.27529 1.46876
H44 1.21781 1.99708 6.05443
C46 0.39508 0.39393 -3.16959
H45 3.83180 0.92074 3.15267

Its multiplicity is 1. Its total charge is +3. For the total energy, the calculation gives -5728.3650 Eh. The gap between HOMO and LUMO (spin up / spin down) is 5.880 / 5.879 eV. The value obtained for the strongest force on any atom is 4.101 eV/Å. The highest occupied orbital energy (spin up / spin down) is -15.331 / -15.331 eV.

Record 2
A structure of composition C46H45FN9O6SV in a non-equilibrium geometry, computed with wB97M-V/def2-TZVPD.

Atoms and positions in Å:
H1 -6.44537 4.39440 -2.36054
N1 -2.55321 -0.87383 -1.06952
S1 -3.48496 1.62699 -2.91394
C1 -1.02597 -3.63617 -3.17677
H2 2.73102 1.45823 5.58432
C2 -0.03506 -3.48781 -5.37145
H3 4.94484 -5.20062 3.12014
H4 -0.09430 -6.69530 -4.27704
C3 -0.66789 0.67289 -5.46405
H5 2.18708 -1.36948 8.26855
C4 -4.60418 -1.00054 0.84650
C5 1.09287 -0.35545 6.70472
H6 4.94614 -2.71503 2.85260
H7 -2.64856 6.17457 -1.91269
H8 3.89108 -3.27551 -0.41173
C6 1.97849 -2.43488 -1.97025
C7 -0.64536 -2.85429 -4.28956
C8 0.30416 -0.77662 2.47348
H9 -3.65265 5.47436 0.19250
H10 1.44102 3.54310 2.16247
C9 -2.35391 5.18990 -1.54173
F1 -0.30348 0.27033 4.49206
H11 4.56983 1.21471 7.24769
H12 -5.39991 4.73111 -0.97184
C10 4.08087 -4.69317 2.68805
C11 1.99941 -2.36653 -0.45320
C12 2.66841 -1.70246 3.64088
H13 -1.92321 5.63863 0.53716
H14 -2.57422 1.16285 -0.73170
N2 -0.85850 -1.47505 -4.16732
V1 -0.76218 -1.10395 -2.13030
C13 -4.08836 -2.14748 0.27801
O1 -0.16956 -1.37261 -0.16060
H15 3.32901 -4.54266 3.46338
N3 0.38190 1.20036 -4.84503
H16 0.32920 -1.12411 6.59486
O2 2.86022 -3.08220 -2.53095
H17 0.29100 -2.89901 -6.21381
H18 -1.28450 5.05690 -1.68702
N4 3.34785 -2.65744 1.51621
C14 -2.50055 -3.25350 -1.32093
H19 3.54885 -2.06117 4.15624
H20 1.90106 0.53771 -1.73556
H21 -0.32068 3.47137 0.41703
H22 3.14127 0.72656 9.11340
C15 -0.86486 -5.01699 -3.18839
C16 2.66610 2.06817 1.19587
C17 -2.52296 2.88525 -2.33467
C18 0.65228 1.96080 -0.73206
O3 -1.24085 -1.34236 -6.42476
C19 2.43584 -1.96598 2.29739
C20 -0.07219 3.29345 -5.91733
H23 0.19061 4.33495 -6.05423
H24 4.25533 -0.53738 7.34023
C21 -3.02103 0.22177 -0.46512
H25 -4.44742 -3.13735 0.52314
N5 2.14305 -0.59625 5.74482
C22 0.56152 2.85067 0.33925
C23 1.55353 2.89209 1.30310
C24 1.80321 1.18239 -0.86909
O4 -2.94185 -4.38413 -1.10992
C25 4.48341 -3.34616 2.09007
H26 -1.19769 -5.59552 -2.33919
H27 0.94998 -0.23567 8.87246
H28 -4.48572 3.87504 -3.76414
H29 -1.72908 3.31387 -7.29351
N6 -1.53413 -2.85073 -2.15151
C26 3.11314 -2.80085 0.17128
H30 3.65059 -5.33269 1.91756
C27 -2.66282 5.08307 -0.04288
C28 0.95681 -1.72925 0.30701
H31 -4.35995 5.52839 -3.13242
C29 -1.13543 2.72370 -6.60501
H32 3.88329 0.23970 5.00696
H33 3.42480 2.07430 1.97076
C30 1.69813 -0.41167 8.10089
C31 3.14820 0.45256 5.78411
C32 -3.07217 -2.04539 -0.65913
H34 -2.24331 0.88866 -6.88418
C33 0.17248 -4.85812 -5.35027
H35 -2.62667 4.03662 0.25968
C34 1.24203 -1.50508 1.68656
C35 -1.43117 1.39566 -6.38419
C36 0.65859 2.48239 -5.06620
H36 3.67919 0.61419 -0.00806
N7 -3.01926 4.17571 -2.34672
H37 5.22356 -3.49095 1.30291
O5 1.08723 -1.73280 -2.55336
N8 2.74051 0.66301 8.17604
C37 -5.48720 4.15700 -1.89468
C38 -4.34112 4.46846 -2.86115
O6 -0.61926 0.58052 -2.11741
H38 -5.46106 3.09442 -1.66093
C39 1.74047 -0.94043 4.40731
C40 -0.25339 -5.62287 -4.27667
H39 0.59635 0.62212 6.58353
C41 0.59234 -0.48434 3.77773
N9 -1.29960 2.80839 -1.76367
C42 -0.95360 -0.80839 -5.34532
C43 3.81136 0.43811 7.15155
H40 -0.60554 -0.43047 2.00493
C44 -0.50431 1.75473 -1.63802
C45 -4.03776 0.21158 0.47084
H41 2.28223 1.55043 7.95126
H42 0.69004 -5.33324 -6.17591
C46 2.79624 1.23426 0.09312
H43 -4.37831 1.14643 0.89550
H44 -5.41332 -1.03822 1.56461
H45 1.51162 2.88233 -4.52307

Its multiplicity is 4. As for the expectation value of S²: 3.786. Its total charge is -1. For the total energy, the calculation gives -4166.3234 Eh. The gap between HOMO and LUMO (spin up / spin down) is 2.161 / 3.458 eV. The value obtained for the strongest force on any atom is 6.927 eV/Å. The highest occupied orbital energy (spin up / spin down) is -2.052 / -3.414 eV.

Record 3
A structure of composition C46H46BBrClHgN13O3S, computed with wB97M-V/def2-TZVPD.

Atoms and positions in Å:
C1 -5.71424 -2.00293 2.29970
C2 -1.03964 1.30470 5.56271
H1 7.31538 2.93951 -3.68909
C3 3.90976 0.88396 3.49064
C4 4.73698 2.58840 1.38558
C5 3.84945 -4.00306 -0.92383
C6 0.21833 1.03379 5.05481
C7 -2.11927 0.65725 4.99053
H2 4.34284 2.55817 4.76182
S1 0.32727 2.01551 1.00450
C8 0.87256 5.10078 -0.75122
C9 4.30669 1.30550 1.14577
B1 3.72729 -0.65702 0.28854
N1 -1.73834 2.97603 2.37630
C10 -2.80713 -0.89467 0.14669
C11 3.93831 -1.54623 -2.00650
C12 -4.49405 -1.98477 1.63736
H3 3.69292 -5.02190 -0.57578
N2 1.07767 -2.27904 0.92597
H4 5.49106 5.28459 -5.89726
H5 6.13657 1.70310 -5.55398
H6 3.86202 4.69969 -5.60332
C13 4.73237 3.02818 2.71312
C14 -1.37130 1.97281 1.47600
C15 -3.23792 -3.06077 -1.04356
H7 5.05689 4.03616 2.93686
O1 3.53800 -0.74769 1.68672
H8 -2.76401 -0.71978 3.47403
C16 3.11667 2.86541 -3.91531
H9 5.09265 5.60206 -2.41921
H10 -3.41747 -4.90273 -2.08795
H11 2.63468 3.80032 -3.63515
H12 3.60920 0.21659 4.28734
C17 5.58112 2.59855 -5.82071
N3 -1.94328 0.11290 0.33172
H13 4.96103 5.11668 -0.75856
C18 3.08367 -3.00408 -0.34857
Hg1 0.29082 -0.31615 0.03676
N4 1.91497 0.77093 -4.18109
H14 -1.20495 3.82634 2.28163
N5 0.49464 -4.20914 1.67700
N6 1.61359 -4.46372 0.94209
H15 3.02700 2.73920 -4.98970
H16 -0.64088 -2.46189 2.17207
Cl1 -1.28909 6.50585 -1.57488
H17 -2.73901 3.11954 2.39508
N7 2.34755 1.76504 -3.36778
C19 1.26496 -0.02055 -3.36112
H18 0.21417 4.59838 -0.05573
C20 0.33243 0.12857 4.00979
N8 -1.11324 -1.94018 -1.19574
C21 4.58088 -2.60254 -2.53064
C22 4.80660 3.46328 -2.08084
C23 1.93761 1.53530 -2.12027
C24 -1.43079 -4.05515 -2.27693
C25 4.53808 4.94287 -1.75255
O2 5.07962 1.53593 -3.43220
H19 1.09681 1.53264 5.44204
H20 3.72866 -0.64545 -2.56541
C26 3.08600 5.35679 -1.70937
N9 -0.70816 -0.50185 3.47966
H21 2.10528 2.19460 -1.28645
H22 -1.01064 -4.85244 -2.87285
C27 5.45587 3.55312 -4.62305
H23 3.23518 6.83426 -3.25919
H24 5.07773 3.22936 0.58334
H25 2.57871 4.01469 -0.09907
N10 4.70980 -3.83664 -1.92344
C28 3.89946 0.46735 2.18068
C29 0.18751 -2.92497 1.65932
Br1 -3.88378 1.02046 5.57446
H26 0.84870 7.45800 -3.18149
C30 1.95277 -3.25939 0.48215
C31 2.21457 4.76019 -0.79927
H27 5.83943 3.23823 -1.80807
C32 2.57817 6.33864 -2.55389
C33 -6.25371 0.12356 1.33441
N11 1.25239 0.41273 -2.07532
H28 -6.93801 0.95497 1.21541
H29 -7.54926 -0.95145 2.67202
N12 -2.29497 1.13097 1.16375
H30 4.85809 1.13432 -2.57965
O3 4.20803 0.64558 -0.04866
H31 4.19967 2.84913 -1.40639
C34 0.39504 6.06780 -1.61890
H32 0.78108 -0.92604 -3.68553
H33 4.71285 5.60660 -4.35520
C35 4.60728 2.87367 -3.49434
C36 6.87102 3.84112 -4.11221
C37 -0.66999 -2.96051 -1.93069
H34 -5.96733 -2.83960 2.93975
N13 3.49226 -1.64647 -0.64377
C38 -5.03562 0.13826 0.67446
H35 6.88901 4.62715 -3.35557
C39 -1.92164 -0.23652 3.95234
H36 4.61058 2.28192 -6.20615
H37 -4.76162 0.97920 0.05232
H38 1.29536 -0.09058 3.56419
H39 -3.79923 -2.80816 1.76103
H40 7.49833 4.17062 -4.94342
C40 -6.59962 -0.94599 2.15147
H41 0.01907 -4.95730 2.14640
C41 -4.13370 -0.91788 0.81284
C42 -2.38853 -1.97421 -0.69138
C43 1.23783 6.69817 -2.51760
H42 -4.26228 -3.06639 -0.69851
C44 4.32806 2.19352 3.74263
H43 6.10817 3.11309 -6.62773
C45 -2.76429 -4.07981 -1.82203
H44 0.36969 -2.89741 -2.24446
C46 4.83388 4.85847 -5.13606
H45 -1.18517 2.01571 6.36476
H46 4.96732 -2.52528 -3.54278

Its multiplicity is 2. As for the expectation value of S²: 0.773. Its total charge is -1. For the total energy, the calculation gives -6328.9057 Eh. The gap between HOMO and LUMO (spin up / spin down) is 4.765 / 5.314 eV. The value obtained for the strongest force on any atom is 0.198 eV/Å. The highest occupied orbital energy (spin up / spin down) is -2.669 / -3.219 eV.